Here is one molecule with the formula C5H9N in a non-equilibrium geometry from the Open Molecules 2025 dataset. Energies are from ωB97M-V with the def2-TZVPD basis set.

The geometry in XYZ format:
```
15
Properties=species:S:1:pos:R:3:lowdin_charge:R:1
C 0.084 1.969 -1.194 0.003
C 0.698 0.883 -0.655 -0.143
C -0.088 -0.336 -0.207 -0.449
N 0.347 -1.469 -1.012 0.027
C 0.007 -0.657 1.286 -0.142
C -1.027 -0.374 2.084 -0.002
H 0.668 2.873 -1.584 0.073
H -0.991 2.104 -1.339 0.051
H 1.728 1.025 -0.619 0.072
H -1.045 0.003 -0.403 0.090
H 1.308 -1.299 -1.475 0.113
H -0.344 -1.687 -1.703 0.058
H 1.100 -0.962 1.627 0.140
H -0.966 -0.458 3.174 0.058
H -1.930 -0.227 1.522 0.051
```

- Largest force on an atom: 3.6 eV/Å
- E_LUMO: 1.18 eV
- Orbital gap: 10.28 eV
- Energy relative to the best compared isomer or geometry (same formula, charge and spin): 2.3515 eV



Here is one molecule with the formula C5H9N in a non-equilibrium geometry from the Open Molecules 2025 dataset. Energies are from ωB97M-V with the def2-TZVPD basis set.

The geometry in XYZ format:
```
15
Properties=species:S:1:pos:R:3:lowdin_charge:R:1
C 2.044 -1.642 -0.773 0.001
C 0.882 -1.016 -0.673 -0.197
C 0.795 0.486 -0.739 -0.211
N -0.361 1.069 -0.050 -0.049
C -1.119 0.377 0.879 -0.264
C -2.314 0.707 1.362 -0.023
H 2.187 -2.674 -1.056 0.055
H 2.921 -1.028 -0.596 0.057
H -0.065 -1.542 -0.729 0.100
H 1.684 0.893 -0.254 0.114
H 0.758 0.708 -1.807 0.119
H -0.233 2.061 0.078 0.123
H -0.720 -0.604 1.113 0.096
H -2.925 -0.025 1.864 0.036
H -2.696 1.716 1.262 0.043
```

- Largest force on an atom: 1.5 eV/Å
- E_LUMO: 1.13 eV
- Orbital gap: 9.04 eV
- Energy relative to the best compared isomer or geometry (same formula, charge and spin): 1.9849 eV



Here is a 2-piece molecular cluster, C5H9N overall in a non-equilibrium geometry from the Open Molecules 2025 dataset. Energies are from ωB97M-V with the def2-TZVPD basis set.

The geometry in XYZ format:
```
15
Properties=species:S:1:pos:R:3:lowdin_charge:R:1
C -0.404 2.067 0.227 -0.128
C -0.775 0.873 -0.601 -0.179
C -1.589 -0.109 -0.147 -0.240
C -2.500 -1.165 -0.212 -0.060
N -2.618 -0.477 0.849 0.191
H -1.337 2.733 0.667 0.130
H 0.178 2.608 -0.490 0.040
H 0.196 1.692 1.095 0.076
H -0.344 0.764 -1.548 0.068
H -2.620 -2.056 -0.775 0.104
C 2.329 -1.395 0.207 -0.073
H 3.313 -1.124 0.740 0.039
H 2.140 -0.552 -0.586 0.045
H 1.395 -1.453 0.708 -0.024
H 2.636 -2.405 -0.133 0.011
```

- Largest force on an atom: 3.9 eV/Å
- E_LUMO: 0.83 eV
- Orbital gap: 9.35 eV
- Energy relative to the best compared isomer or geometry (same formula, charge and spin): 4.3562 eV



Here is one molecule with the formula C5H9N in a non-equilibrium geometry from the Open Molecules 2025 dataset. Energies are from ωB97M-V with the def2-TZVPD basis set.

The geometry in XYZ format:
```
15
Properties=species:S:1:pos:R:3:lowdin_charge:R:1
C 1.371 0.672 1.230 -0.015
C 1.272 0.379 -0.027 -0.406
N 2.224 0.717 -1.076 0.051
C -0.089 -0.249 -0.504 -0.074
C -1.002 -0.811 0.334 -0.158
C -2.450 -0.935 -0.129 -0.101
H 2.331 1.163 1.552 0.068
H 0.674 0.598 2.062 0.061
H 1.806 1.084 -1.932 0.075
H 2.989 1.248 -0.639 0.081
H -0.127 -0.021 -1.613 0.107
H -0.440 -1.250 1.156 0.100
H -3.017 -0.101 0.435 0.099
H -2.975 -1.776 0.312 0.059
H -2.566 -0.716 -1.159 0.053
```

- Largest force on an atom: 4.5 eV/Å
- E_LUMO: 1.12 eV
- Orbital gap: 9.35 eV
- Energy relative to the best compared isomer or geometry (same formula, charge and spin): 2.2835 eV



Here is an isolated ion of composition C5H9N2 and charge +1 in a non-equilibrium geometry from the Open Molecules 2025 dataset. Energies are from ωB97M-V with the def2-TZVPD basis set.

The geometry in XYZ format:
```
16
Properties=species:S:1:pos:R:3:lowdin_charge:R:1
C 0.351 -1.601 -1.084 -0.032
C 0.833 -1.001 0.172 -0.121
N 1.878 -0.138 0.226 0.113
C 1.752 1.130 0.221 0.016
C 0.289 1.536 0.349 -0.014
N -0.487 0.564 0.270 -0.077
C -1.834 0.470 0.402 -0.082
H 0.318 -0.758 -1.795 0.105
H -0.618 -2.088 -0.836 0.109
H 1.220 -2.260 -1.432 0.137
H 0.341 -1.308 1.158 0.184
H 2.617 1.741 0.312 0.124
H 0.018 2.522 0.803 0.166
H -2.267 0.223 -0.694 0.172
H -2.355 1.323 0.899 0.119
H -2.054 -0.357 1.030 0.083
```

- Largest force on an atom: 4.4 eV/Å
- E_LUMO: -5.04 eV
- Total charge: +1
- Orbital gap: 10.30 eV
- Energy relative to the best compared isomer or geometry (same formula, charge and spin): 3.9854 eV



Here is an isolated ion of composition C5H9N2 and charge +1 in a non-equilibrium geometry from the Open Molecules 2025 dataset. Energies are from ωB97M-V with the def2-TZVPD basis set.

The geometry in XYZ format:
```
16
Properties=species:S:1:pos:R:3:lowdin_charge:R:1
C -0.412 0.268 -1.197 -0.144
C -1.113 2.050 0.768 -0.134
C 0.943 -0.545 -0.944 -0.114
C 0.791 -1.494 1.336 0.146
C -1.496 0.645 1.274 0.134
N -0.979 0.817 -0.041 -0.154
N 0.765 -1.574 0.064 0.008
H -0.175 0.971 -2.021 0.143
H -1.146 -0.469 -1.628 0.143
H -1.883 2.722 0.446 0.083
H -0.177 2.555 1.015 0.091
H 1.181 -0.993 -1.940 0.145
H 1.802 0.060 -0.615 0.138
H 1.182 -0.484 1.807 0.161
H 0.282 -2.071 2.130 0.136
H 0.436 -2.458 -0.453 0.219
```

- Largest force on an atom: 5.6 eV/Å
- E_LUMO: -5.20 eV
- Total charge: +1
- Orbital gap: 8.15 eV
- Energy relative to the best compared isomer or geometry (same formula, charge and spin): 6.6701 eV



Here is C5H9N2 as an isolated structure in a non-equilibrium geometry from the Open Molecules 2025 dataset. Energies are from ωB97M-V with the def2-TZVPD basis set.

The geometry in XYZ format:
```
16
Properties=species:S:1:pos:R:3:lowdin_charge:R:1
C 0.225 1.850 -1.850 -0.094
C 0.822 2.919 -0.220 -0.038
C 0.607 1.438 -0.672 0.009
C -1.370 -1.420 0.576 -0.052
C 0.984 -0.971 0.919 0.085
N 0.562 3.258 -1.427 0.126
N -0.008 -1.899 0.289 -0.057
H -0.331 1.569 -2.709 0.090
H 0.721 3.352 0.672 0.072
H -2.333 -1.807 -0.021 0.163
H -1.561 -1.598 1.627 0.097
H -1.404 -0.340 0.510 0.073
H 0.596 -0.286 1.645 0.068
H 1.990 -1.108 0.682 0.059
H 0.274 -2.934 0.647 0.251
H 0.226 -2.025 -0.669 0.148
```

- Largest force on an atom: 5.3 eV/Å
- E_LUMO (spin up / spin down): -4.58 / -4.30 eV
- Total charge: +1
- Orbital gap (spin up / spin down): 7.51 / 8.14 eV
- Energy relative to the best compared isomer or geometry (same formula, charge and spin): 10.6928 eV



Here is an isolated ion of composition C5H9N2O and charge +1 in a non-equilibrium geometry from the Open Molecules 2025 dataset. Energies are from ωB97M-V with the def2-TZVPD basis set.

The geometry in XYZ format:
```
17
Properties=species:S:1:pos:R:3:lowdin_charge:R:1
N -1.013 -1.698 -0.010 0.231
C -0.104 -0.734 0.638 -0.163
C -0.533 0.796 0.799 -0.174
N 0.478 1.644 0.945 0.123
C 1.684 1.012 0.431 -0.096
C 0.981 -0.184 -0.413 -0.170
O -0.026 0.423 -1.341 -0.133
C -1.171 1.124 -0.526 -0.035
H -1.912 -1.611 0.448 0.177
H -0.487 -2.587 -0.059 0.199
H -1.226 -1.335 -0.954 0.165
H 0.395 -1.228 1.509 0.173
H 2.528 0.670 1.117 0.149
H 2.078 1.692 -0.316 0.125
H 1.724 -0.869 -0.888 0.164
H -2.168 0.669 -0.650 0.115
H -1.231 2.217 -0.728 0.149
```

- Largest force on an atom: 4.2 eV/Å
- E_LUMO (spin up / spin down): -4.75 / -4.75 eV
- Total charge: +1
- Orbital gap (spin up / spin down): 8.60 / 8.61 eV
- Energy relative to the best compared isomer or geometry (same formula, charge and spin): 5.6654 eV



Here is an isolated ion of composition C5H9N2O and charge +1 in a non-equilibrium geometry from the Open Molecules 2025 dataset. Energies are from ωB97M-V with the def2-TZVPD basis set.

The geometry in XYZ format:
```
17
Properties=species:S:1:pos:R:3:lowdin_charge:R:1
C -1.439 1.070 -0.075 -0.179
C 2.452 1.577 0.170 0.015
C 1.739 0.647 -0.383 -0.211
C -1.447 -1.313 0.260 -0.147
C 0.612 -0.065 0.260 -0.077
N -2.058 -0.104 -0.172 0.067
N -0.111 -1.298 -0.281 0.053
O -1.504 2.264 0.071 0.175
H 3.253 1.998 -0.345 0.054
H 2.314 1.798 1.237 0.091
H 1.926 0.338 -1.564 0.166
H -1.262 -1.195 1.278 0.122
H -2.014 -2.260 -0.034 0.194
H 0.511 0.055 1.293 0.099
H -3.033 -0.109 -0.490 0.185
H 0.289 -2.120 0.116 0.167
H -0.227 -1.284 -1.340 0.224
```

- Largest force on an atom: 5.8 eV/Å
- E_LUMO (spin up / spin down): -3.91 / -3.91 eV
- Total charge: +1
- Orbital gap (spin up / spin down): 8.17 / 8.17 eV
- Energy relative to the best compared isomer or geometry (same formula, charge and spin): 4.8638 eV



Here is an isolated ion of composition C5H9N2O and charge +1 in a non-equilibrium geometry from the Open Molecules 2025 dataset. Energies are from ωB97M-V with the def2-TZVPD basis set.

The geometry in XYZ format:
```
17
Properties=species:S:1:pos:R:3:lowdin_charge:R:1
C 2.286 -0.685 -0.149 -0.028
C 0.878 -0.324 -0.350 -0.147
N 0.616 0.902 -0.717 0.070
C -0.570 1.576 -0.472 0.014
N -1.314 1.122 0.554 0.054
C -1.214 -0.222 0.954 -0.083
C -1.872 -1.215 0.117 -0.318
O -2.354 -1.029 -0.973 0.073
H 2.534 -1.421 0.680 0.128
H 2.759 0.245 0.310 0.117
H 2.651 -1.088 -1.068 0.094
H 0.331 -1.113 -0.826 0.119
H 1.403 1.473 -1.040 0.186
H -0.676 2.587 -0.936 0.176
H -2.127 1.672 1.043 0.237
H -1.286 -0.286 2.065 0.136
H -2.044 -2.193 0.808 0.172
```

- Largest force on an atom: 3.9 eV/Å
- E_LUMO: -5.00 eV
- Total charge: +1
- Orbital gap: 8.47 eV
- Energy relative to the best compared isomer or geometry (same formula, charge and spin): 4.1273 eV



Here is an isolated ion of composition C5H9N2O2S and charge +1 in a non-equilibrium geometry from the Open Molecules 2025 dataset. Energies are from ωB97M-V with the def2-TZVPD basis set.

The geometry in XYZ format:
```
19
Properties=species:S:1:pos:R:3:lowdin_charge:R:1
C -1.398 1.683 0.291 -0.121
C -0.348 0.563 0.505 -0.604
C 1.102 0.031 -1.296 -0.102
C -1.228 -0.646 -1.420 0.058
C 2.850 -0.574 0.486 -0.184
N -0.084 0.047 -0.776 -0.199
N -1.416 2.370 -0.743 0.177
O 0.862 1.099 1.010 -0.216
O -0.810 -0.517 1.259 0.101
S 2.065 0.940 -0.148 1.249
H -2.107 1.757 1.187 0.158
H -0.943 -1.196 -2.272 0.097
H -1.743 -1.164 -0.729 0.064
H -1.751 0.231 -1.854 0.109
H 3.365 -1.018 -0.281 0.040
H 2.071 -1.247 0.798 0.073
H 3.445 -0.284 1.359 0.080
H -2.214 2.956 -0.939 0.092
H -0.895 -0.160 2.149 0.130
```

- Largest force on an atom: 5.1 eV/Å
- E_LUMO (spin up / spin down): -4.40 / -7.01 eV
- Total charge: +1
- Orbital gap (spin up / spin down): 6.77 / 7.12 eV
- Energy relative to the best compared isomer or geometry (same formula, charge and spin): 0.0000 eV
- Spin multiplicity: 3



Here is one molecule with the formula C5H9N2O3P in a non-equilibrium geometry from the Open Molecules 2025 dataset. Energies are from ωB97M-V with the def2-TZVPD basis set.

The geometry in XYZ format:
```
20
Properties=species:S:1:pos:R:3:lowdin_charge:R:1
C 2.255 1.635 -1.284 -0.053
O 2.470 0.670 -0.197 -0.256
P 1.331 -0.151 0.520 0.510
O 1.864 -0.765 1.868 -0.338
N -0.031 0.788 0.682 0.027
C -1.169 0.164 0.730 -0.367
C -2.414 0.933 0.816 -0.019
C -1.241 -1.333 0.631 -0.034
C -0.426 -1.869 -0.541 -0.523
O -0.754 -2.690 -1.340 0.104
N 0.794 -1.264 -0.651 0.020
H 1.317 2.177 -0.994 0.094
H 2.166 1.154 -2.248 0.077
H 3.164 2.139 -1.366 0.063
H -3.259 0.318 1.010 0.070
H -2.487 1.451 -0.179 0.120
H -2.325 1.731 1.542 0.090
H -0.680 -1.652 1.511 0.138
H -2.212 -1.736 0.611 0.111
H 1.638 -1.702 -1.119 0.167
```

- Largest force on an atom: 5.2 eV/Å
- E_LUMO: 0.24 eV
- Orbital gap: 10.24 eV
- Energy relative to the best compared isomer or geometry (same formula, charge and spin): 0.0000 eV



Here is a 2-piece molecular cluster, C5H9N2OS overall in a non-equilibrium geometry from the Open Molecules 2025 dataset. Energies are from ωB97M-V with the def2-TZVPD basis set.

The geometry in XYZ format:
```
18
Properties=species:S:1:pos:R:3:lowdin_charge:R:1
C 3.975 -0.538 0.458 -0.228
C -2.047 -0.624 0.544 -0.672
C -2.879 0.507 0.968 -0.055
C -2.597 -1.911 0.022 -0.055
C 2.740 1.735 -1.439 -0.119
N 3.047 0.213 0.345 0.064
N 2.315 1.020 -0.303 -0.058
O 4.546 -1.534 0.713 0.193
S -0.385 -0.546 0.564 1.060
H -3.808 0.522 0.540 0.078
H -2.370 1.394 0.751 0.081
H -3.149 0.308 1.999 0.131
H -2.963 -1.777 -0.897 0.067
H -3.420 -2.107 0.808 0.157
H -1.941 -2.692 0.196 0.060
H 2.010 2.499 -1.631 0.070
H 3.181 1.229 -2.326 0.102
H 3.745 2.302 -1.312 0.124
```

- Largest force on an atom: 6.3 eV/Å
- E_LUMO (spin up / spin down): -5.39 / -7.84 eV
- Total charge: +1
- Orbital gap (spin up / spin down): 7.70 / 3.86 eV
- Energy relative to the best compared isomer or geometry (same formula, charge and spin): 6.5168 eV



Here is a 2-piece molecular cluster, C5H9N2OS overall in a non-equilibrium geometry from the Open Molecules 2025 dataset. Energies are from ωB97M-V with the def2-TZVPD basis set.

The geometry in XYZ format:
```
18
Properties=species:S:1:pos:R:3:lowdin_charge:R:1
C -0.563 1.250 -2.091 -0.008
C -0.717 -0.092 -1.716 0.022
C -0.429 2.263 -1.152 -0.041
C -0.451 0.657 0.492 -0.566
C -0.573 -1.504 2.387 -0.334
N -0.301 1.903 0.119 0.099
N -0.705 -0.380 -0.370 0.119
O 2.188 -0.496 -0.130 -0.140
S -0.101 0.287 2.236 0.955
H -0.470 1.539 -3.197 0.153
H -0.641 -0.913 -2.428 0.149
H -0.208 3.289 -1.374 0.133
H -0.463 -1.821 3.493 0.097
H 0.097 -2.066 1.780 0.021
H -1.599 -1.513 2.143 0.018
H -0.848 -1.297 -0.018 0.127
H 2.929 -0.323 0.632 0.142
H 2.853 -0.780 -0.805 0.057
```

- Largest force on an atom: 4.6 eV/Å
- E_LUMO: -4.83 eV
- Total charge: +1
- Orbital gap: 8.39 eV
- Energy relative to the best compared isomer or geometry (same formula, charge and spin): 1.0683 eV



Here is a 2-piece molecular cluster, C5H9N2OS overall in a non-equilibrium geometry from the Open Molecules 2025 dataset. Energies are from ωB97M-V with the def2-TZVPD basis set.

The geometry in XYZ format:
```
18
Properties=species:S:1:pos:R:3:lowdin_charge:R:1
C 1.801 1.659 1.005 -0.178
C 0.694 -0.420 0.248 -0.075
C 1.546 2.354 2.120 0.112
C -0.907 -0.280 -2.775 -0.057
C -0.889 -2.264 1.197 -0.145
N 1.341 0.437 0.713 0.117
N 0.164 0.135 -2.248 0.052
O 0.586 -2.746 -1.252 -0.440
S 0.695 -2.312 0.130 1.009
H 2.599 2.055 0.537 0.090
H 0.641 2.028 2.782 0.116
H 2.043 3.281 2.461 0.095
H -1.905 -0.440 -2.306 0.095
H -1.028 -0.400 -3.779 0.042
H -1.282 -3.176 1.300 0.022
H -1.609 -1.650 0.865 0.022
H -0.574 -1.940 2.134 0.050
H 1.059 0.321 -2.666 0.073
```

- Largest force on an atom: 4.1 eV/Å
- E_LUMO: -5.50 eV
- Total charge: +1
- Orbital gap: 7.84 eV
- Energy relative to the best compared isomer or geometry (same formula, charge and spin): 6.3704 eV